Below is a cluster of 2 separate species, C6H9N2O2 in total, with properties calculated with the ωB97M-V functional and the def2-TZVPD basis.

Geometry as XYZ:
```
19
C6H9N2O2 (the ωB97M-V functional and the def2-TZVPD basis)
C -0.042 0.643 0.077
C 1.392 0.504 -0.198
C 3.305 0.541 -1.159
C 2.301 0.214 0.790
N 2.017 0.718 -1.388
N 3.541 0.369 0.184
H 4.072 0.316 -1.880
H -0.177 0.592 1.153
H -0.618 0.012 -0.590
H 4.384 -0.107 0.434
H 2.099 0.174 1.846
H -0.609 1.536 -0.246
C -3.207 -0.891 -0.542
C -2.925 -0.642 1.036
O -3.239 0.497 1.440
O -2.456 -1.644 1.602
H -3.834 -1.776 -0.628
H -2.252 -1.040 -1.028
H -3.751 -0.018 -0.904
```

Computed properties:
frontier orbital gap	6.7	eV
spin multiplicity	1
total charge	-1
lowest unoccupied orbital energy	2.96	eV
E_HOMO	-3.73	eV
calculated total energy	-494.058015	Ha
ΔE to the lowest compared entry with this formula, charge and spin	169.8	kJ/mol